The following is a DFT calculation (wB97M-V/def2-TZVPD) of C19H20N4O4S2 as an isolated structure at a distorted geometry.

Each line ends with the Mulliken charge.
CARTESIAN COORDINATES (ANGSTROEM)
C -5.02 -0.81 -2.42  -0.692
H -5.88 -0.68 -3.00  0.307
O -5.08 -0.20 -1.23  -0.448
C -4.12 -0.33 -0.38  0.608
C -4.37 0.08 0.75  -0.088
C -3.42 0.21 1.88  -0.506
C -2.20 -0.34 1.69  -1.442
C -1.91 -0.75 0.15  -0.478
C -2.98 -0.79 -0.76  -0.294
H -2.69 -1.30 -1.64  0.520
N -0.72 -1.12 -0.09  0.527
C 0.43 -1.14 0.43  -0.004
O 0.75 -0.79 1.44  -0.514
C 1.63 -1.99 -0.13  0.215
C 2.15 -1.40 -1.56  -1.289
N 3.00 -0.35 -1.02  0.175
S 2.68 1.08 -1.41  1.053
O 3.80 1.98 -1.25  -0.749
O 2.06 1.34 -2.78  -0.717
C 1.49 1.85 -0.06  -0.969
C 2.00 2.19 0.93  0.698
C 1.12 2.82 2.20  -0.815
C -0.11 3.02 1.92  -0.634
C -0.73 2.58 0.81  0.766
N -1.94 2.83 0.01  -0.434
S -2.00 2.10 -1.24  0.127
N -0.56 1.44 -1.48  -0.285
C 0.18 2.10 -0.42  0.476
H -0.82 3.29 2.75  0.287
H 1.73 2.96 3.05  0.516
H 3.13 2.24 1.11  0.367
C 4.12 -0.64 -0.37  -0.685
C 3.66 -1.15 1.10  -0.600
C 2.74 -2.54 0.77  -1.356
H 3.34 -3.26 0.34  0.439
H 2.40 -2.60 1.76  0.525
H 3.06 -0.44 1.43  0.340
H 4.47 -1.45 1.98  0.269
H 4.80 -1.30 -0.71  0.619
H 4.59 0.44 0.00  0.225
H 2.76 -2.21 -1.87  0.619
H 1.22 -0.87 -1.80  0.589
H 1.04 -3.06 -0.45  0.332
H -0.72 -1.92 -0.98  0.297
H -1.42 -0.11 2.18  0.879
H -3.38 0.67 2.78  0.502
H -5.29 0.55 1.17  0.301
H -4.70 -2.02 -2.44  0.218
H -4.27 -0.18 -3.16  0.206

The orbital gap comes out at 8.12 eV. As for the spin multiplicity: 1.

---

The following is a DFT calculation (wB97M-V/def2-TZVPD) of an isolated ion of composition C19H21Cl2N2O2 and charge +1 at a distorted geometry.

Each line ends with the Mulliken charge.
CARTESIAN COORDINATES (ANGSTROEM)
C -2.37 0.94 3.37  -1.122
C -0.88 0.53 3.43  -0.490
N -0.72 -0.15 2.17  0.354
C -0.24 -1.51 2.10  -0.612
N 0.61 -1.66 1.14  0.350
C 1.48 -2.81 1.13  -0.610
C 0.49 -4.06 1.21  -1.330
C 1.17 -0.45 0.60  -1.533
C 1.53 -0.30 -0.83  -0.162
C 1.02 -1.15 -1.87  -0.192
C 1.51 -0.97 -3.18  -0.895
C 2.43 0.08 -3.44  0.864
O 2.82 0.17 -4.78  -0.520
C 2.91 0.87 -2.47  -0.916
C 2.42 0.67 -1.17  0.901
Cl 2.99 1.76 0.00  -0.198
C 0.12 0.56 1.15  -0.397
C -0.83 1.14 0.10  0.135
C -0.62 2.49 -0.11  -0.426
C -1.53 3.16 -0.98  -0.778
C -2.51 2.57 -1.76  0.293
O -3.22 3.21 -2.70  -0.563
C -2.75 1.22 -1.53  -0.790
C -1.97 0.52 -0.54  0.947
Cl -2.46 -1.10 -0.40  -0.195
H -2.71 1.43 2.45  0.270
H -2.96 0.01 3.49  0.300
H -2.65 1.64 4.12  0.454
H -0.33 1.39 3.60  0.335
H -0.69 -0.15 4.30  0.346
H -0.62 -2.28 2.71  0.519
H 2.13 -2.84 0.30  0.486
H 2.14 -2.68 1.96  0.447
H -0.41 -4.01 0.62  0.392
H 1.02 -4.93 0.71  0.372
H 0.27 -4.26 2.23  0.443
H 2.07 -0.28 1.09  1.025
H 0.34 -1.89 -1.61  0.622
H 1.15 -1.62 -4.00  0.392
H 3.23 0.99 -4.95  0.286
H 3.59 1.69 -2.73  0.324
H 0.63 1.44 1.64  0.444
H 0.26 3.09 0.31  0.277
H -1.20 4.20 -1.30  0.260
H -3.16 2.72 -3.57  0.375
H -3.47 0.64 -2.04  0.518

The orbital gap comes out at 7.94 eV. As for the SMILES: CCN1C=[N+](CC)[C@@H](c2ccc(O)cc2Cl)[C@H]1c1ccc(O)cc1Cl. As for the spin multiplicity: 1. Its charge is +1.

---

The following is a DFT calculation (wB97M-V/def2-TZVPD) of one molecule with the formula C19H21Cl3N2 at a distorted geometry.

Each line ends with the Mulliken charge.
CARTESIAN COORDINATES (ANGSTROEM)
N 0.90 -3.17 -3.01  -0.576
C 1.35 -1.86 -3.61  -0.579
C 0.11 -0.88 -3.66  -1.171
C -0.39 -0.55 -2.29  1.374
C -1.75 0.22 -2.30  -1.067
C -2.34 0.70 -0.93  -0.988
C -1.14 1.28 0.04  -0.335
C -1.53 0.87 1.48  -0.020
C -1.62 1.93 2.43  -0.493
C -1.90 1.73 3.74  -0.878
C -2.07 0.43 4.18  0.276
Cl -2.44 0.17 5.88  -0.216
C -2.08 -0.64 3.29  -0.918
C -1.76 -0.46 1.90  0.720
Cl -1.26 -1.86 0.91  -0.174
N 0.11 0.57 -0.22  0.936
C 1.21 0.62 0.63  -0.662
C 1.78 1.75 1.17  -0.107
C 2.94 1.71 2.04  -0.982
C 3.40 0.41 2.24  0.581
Cl 4.63 0.02 3.43  -0.249
C 2.89 -0.70 1.65  -1.049
C 1.79 -0.62 0.85  0.213
C 0.67 0.30 -1.56  -1.540
H 0.75 -3.17 -2.08  0.233
H 0.21 -3.65 -3.52  0.204
H 2.24 -1.48 -3.09  0.307
H 1.62 -2.29 -4.54  0.420
H 0.45 -0.10 -4.33  0.282
H -0.77 -1.25 -4.23  0.394
H -0.74 -1.44 -1.77  0.073
H -1.48 1.19 -2.81  0.297
H -2.43 -0.40 -3.00  0.306
H -2.81 -0.12 -0.45  0.446
H -3.09 1.52 -1.03  0.378
H -1.15 2.29 -0.17  0.742
H -1.43 2.88 1.99  0.424
H -1.96 2.46 4.46  0.551
H -2.37 -1.58 3.65  0.508
H 1.27 2.64 1.01  0.484
H 3.36 2.64 2.49  0.386
H 3.33 -1.61 2.00  0.418
H 1.22 -1.58 0.73  0.140
H 0.72 1.23 -2.12  0.219
H 1.57 -0.16 -1.49  0.691

The orbital gap comes out at 8.65 eV. As for the SMILES: NCC[C@@H]1CC[C@@H](c2ccc(Cl)cc2Cl)N(c2ccc(Cl)cc2)C1. As for the spin multiplicity: 1.

---

The following is a DFT calculation (wB97M-V/def2-TZVPD) of C19H21ClN2NdOP as an isolated structure at a distorted geometry.

Each line ends with the Mulliken charge.
CARTESIAN COORDINATES (ANGSTROEM)
Nd -1.78 0.77 1.63  1.579
Cl -4.22 0.86 2.10  -0.399
P 0.13 -0.17 -0.28  0.345
C 1.32 -1.49 -0.03  0.710
C 2.60 -1.45 -0.62  -0.571
C 3.51 -2.48 -0.38  -0.615
C 3.19 -3.52 0.50  -0.524
C 1.93 -3.55 1.11  -0.691
C 1.01 -2.54 0.86  -0.444
C -1.35 -0.95 -1.10  0.571
C -2.44 -0.12 -1.45  -0.381
C -3.62 -0.69 -1.93  -0.756
C -3.74 -2.08 -2.01  -0.538
C -2.66 -2.91 -1.68  -0.688
C -1.46 -2.34 -1.26  -0.267
C 0.72 0.85 -1.65  0.609
C 0.89 2.24 -1.50  -0.377
C 1.40 2.98 -2.57  -0.573
C 1.75 2.36 -3.77  -0.505
C 1.58 0.97 -3.91  -0.740
C 1.06 0.22 -2.86  -0.204
H -2.31 0.98 -1.49  0.487
H -4.46 -0.04 -2.22  0.426
H -4.69 -2.52 -2.33  0.408
H -2.76 -4.00 -1.77  0.435
H -0.60 -2.98 -1.04  0.470
H 2.88 -0.62 -1.26  0.419
H 4.49 -2.46 -0.87  0.417
H 3.92 -4.31 0.71  0.410
H 1.68 -4.36 1.79  0.400
H 0.03 -2.56 1.35  0.303
H 0.66 2.70 -0.54  0.218
H 1.56 4.05 -2.46  0.396
H 2.19 2.95 -4.57  0.412
H 1.89 0.47 -4.82  0.418
H 0.96 -0.86 -2.95  0.471
H 3.08 1.48 2.66  0.012
H 3.01 2.09 2.25  -0.010
N -2.58 2.97 4.95  -0.309
C -1.41 2.63 4.42  0.721
N -0.26 2.99 5.00  -0.342
O -1.36 1.92 3.34  -0.571
H -2.63 3.58 5.76  0.219
H -3.44 2.62 4.50  0.212
H 0.60 2.67 4.59  0.218
H -0.25 3.62 5.80  0.219

The orbital gap (alpha / beta) comes out at 7.04 / 7.30 eV. As for the spin multiplicity: 4. Its charge is +2.

---

The following is a DFT calculation (wB97M-V/def2-TZVPD) of one molecule with the formula C19H21ClN2O.

Each line ends with the Mulliken charge.
CARTESIAN COORDINATES (ANGSTROEM)
O 2.78 2.88 -0.39  -0.710
C 2.00 1.95 -0.49  0.589
C 2.28 0.75 -1.40  -0.889
N 1.40 -0.37 -1.16  0.240
C 0.68 -0.89 -2.31  -0.922
C -0.51 -1.73 -1.85  -0.161
C 0.02 -2.91 -1.04  -1.246
C 0.95 -2.43 0.04  0.760
C 1.15 -3.22 1.16  -0.552
C 2.00 -2.82 2.18  -0.707
C 2.64 -1.61 2.08  -0.812
C 2.45 -0.80 0.97  -0.772
C 1.61 -1.20 -0.07  0.887
N 0.81 1.88 0.14  0.222
C 0.33 2.86 1.08  -0.908
C -1.09 3.32 0.70  -1.179
C -1.99 2.14 0.53  -0.045
C -2.42 1.41 1.63  -0.056
C -3.19 0.27 1.48  -0.874
C -3.54 -0.15 0.21  0.708
Cl -4.49 -1.58 0.01  -0.225
C -3.14 0.57 -0.91  -0.913
C -2.36 1.70 -0.74  0.139
H 3.34 0.47 -1.28  0.417
H 2.15 1.09 -2.43  0.488
H 1.33 -1.50 -2.95  0.265
H 0.32 -0.04 -2.90  0.545
H -1.16 -1.12 -1.22  -0.210
H -1.08 -2.07 -2.71  0.454
H 0.55 -3.60 -1.71  0.338
H -0.81 -3.46 -0.60  0.471
H 0.63 -4.16 1.23  0.409
H 2.14 -3.45 3.04  0.385
H 3.31 -1.27 2.86  0.409
H 2.96 0.15 0.93  0.308
H 0.26 1.04 0.01  -0.031
H 0.31 2.42 2.09  0.350
H 1.03 3.69 1.07  0.463
H -1.46 3.98 1.48  0.418
H -1.04 3.89 -0.24  0.352
H -2.15 1.73 2.62  0.436
H -3.51 -0.30 2.34  0.444
H -3.43 0.24 -1.89  0.377
H -2.04 2.26 -1.61  0.340

The orbital gap comes out at 8.46 eV. As for the SMILES: O=C(CN1CCCc2ccccc21)NCCc1ccc(Cl)cc1. As for the spin multiplicity: 1.

---

In hartree, the energy values for the records above are, in order, -2051.75739, -1916.68665, -2226.59989, -2283.85323, -1381.60396.